{"formula": "C25H32CoN4O7Si2", "method": "ωB97M-V/def2-TZVPD", "orbital_gap_ha": [0.1867, 0.1853], "energy_ev": -100128.5427, "multiplicity": 2, "lumo_ev": [4.49, 4.49], "charge": -2, "symbols": ["Co", "Si", "Si", "O", "O", "O", "O", "O", "O", "O", "N", "N", "N", "N", "C", "C", "C", "C", "C", "C", "C", "C", "C", "C", "C", "C", "C", "C", "C", "C", "C", "C", "C", "C", "C", "C", "C", "C", "C", "H", "H", "H", "H", "H", "H", "H", "H", "H", "H", "H", "H", "H", "H", "H", "H", "H", "H", "H", "H", "H", "H", "H", "H", "H", "H", "H", "H", "H", "H", "H", "H"], "coordinates": [[0.690, -0.071, 0.038], [-2.353, -1.116, -0.657], [2.283, 2.614, -0.045], [1.909, -1.867, 0.646], [3.997, -4.132, -2.561], [-2.398, 0.234, 4.948], [-0.984, 1.420, 3.244], [0.409, 0.288, 1.930], [3.611, -3.451, -4.662], [3.254, -3.423, -0.228], [-1.268, 0.196, -0.536], [0.798, 1.875, -0.455], [1.940, -1.381, -3.783], [1.365, -0.790, -1.751], [2.965, 3.890, -1.328], [-3.057, 3.423, -0.596], [0.414, 0.589, -3.604], [-1.551, 1.519, -0.547], [-2.839, 2.059, -0.604], [2.244, 3.561, 1.626], [-0.846, -0.928, 3.532], [-0.591, -3.309, 3.815], [3.427, -3.323, -3.447], [2.191, -1.876, -1.654], [-1.349, -2.734, -0.684], [-0.435, 2.423, -0.505], [-1.520, -3.287, 4.844], [-0.251, -2.132, 3.174], [2.479, -2.434, -0.314], [1.225, -0.510, -3.025], [-3.364, -1.106, -2.309], [-0.689, 3.798, -0.526], [-0.460, 0.353, 2.835], [2.576, -2.274, -2.933], [-1.794, -0.908, 4.571], [-2.114, -2.098, 5.225], [3.594, 1.226, 0.002], [-1.977, 4.294, -0.558], [-3.646, -1.274, 0.760], [4.518, 1.537, 0.484], [0.151, 4.476, -0.497], [-0.336, 0.193, -4.289], [2.338, 4.771, -1.409], [-3.680, 1.382, -0.629], [-0.795, -2.848, 0.241], [0.484, -2.122, 2.384], [-3.985, -0.221, -2.404], [-4.071, 3.811, -0.600], [1.747, 2.938, 2.362], [-4.270, -0.389, 0.841], [-2.139, 5.367, -0.540], [1.668, 4.479, 1.542], [2.020, -1.434, -4.785], [3.197, 0.377, 0.552], [3.047, 3.456, -2.318], [-3.133, -1.394, 1.710], [3.843, 0.882, -0.997], [1.048, 1.291, -4.147], [-1.980, 0.938, 4.335], [-4.302, -2.132, 0.625], [-2.835, -2.078, 6.030], [-4.015, -1.973, -2.384], [3.728, -3.876, -1.580], [-0.139, -4.247, 3.518], [-1.789, -4.203, 5.353], [3.231, 3.820, 2.005], [-1.987, -3.605, -0.804], [-0.080, 1.110, -2.791], [3.956, 4.218, -1.028], [-2.694, -1.125, -3.164], [-0.630, -2.736, -1.497]]}

{"formula": "C25H32F4N3O6PS2Ti", "method": "ωB97M-V/def2-TZVPD", "orbital_gap_ha": 0.2473, "energy_ev": -108150.2581, "e_above_lowest_kcal_mol": 34.6, "lumo_ev": -1.15, "charge": 0, "symbols": ["Ti", "S", "S", "P", "F", "F", "F", "F", "O", "O", "O", "O", "O", "O", "N", "N", "N", "C", "C", "C", "C", "C", "C", "C", "C", "C", "C", "C", "C", "C", "C", "C", "C", "C", "C", "C", "C", "C", "C", "C", "C", "C", "H", "H", "H", "H", "H", "H", "H", "H", "H", "H", "H", "H", "H", "H", "H", "H", "H", "H", "H", "H", "H", "H", "H", "H", "H", "H", "H", "H", "H", "H", "H", "H"], "coordinates": [[0.079, 0.020, 0.767], [-2.710, -0.424, -2.285], [0.624, 0.461, -1.540], [-0.821, -0.361, -2.799], [-4.105, -2.184, 1.539], [-6.366, -1.082, 0.675], [-4.112, 2.826, -0.631], [-1.720, 1.672, 0.160], [0.547, 1.743, 1.253], [0.545, -1.763, 0.435], [-0.417, -1.857, -3.129], [-0.555, 0.391, -4.192], [2.046, -3.420, 0.299], [2.049, 3.393, 1.443], [-1.614, -0.643, 1.366], [2.142, -0.021, 0.881], [0.280, -0.275, 3.212], [-2.833, -0.233, 0.943], [-1.139, 0.586, 5.196], [1.732, -2.260, 0.425], [1.938, -1.928, -3.768], [0.079, -2.255, -5.473], [-5.238, -0.367, 0.580], [-5.295, 0.902, 0.034], [-1.476, 2.551, -3.440], [0.845, 2.348, -4.407], [-2.930, 1.039, 0.344], [4.152, 1.208, 0.811], [2.773, -1.149, 0.603], [2.771, 1.139, 0.964], [-0.307, -1.622, 3.206], [0.531, -2.442, -4.029], [4.154, -1.181, 0.454], [-0.580, 1.805, -4.416], [1.530, -0.376, 3.989], [-4.059, -0.926, 1.045], [2.259, 0.934, 4.263], [-0.634, 0.756, 3.759], [-4.108, 1.602, -0.093], [4.844, 0.022, 0.574], [1.734, 2.245, 1.235], [-1.577, -1.716, 2.345], [-2.457, -1.647, 2.996], [-1.604, -2.697, 1.851], [1.307, -0.860, 4.953], [-1.528, 3.599, -3.727], [0.682, -2.877, -6.131], [-6.225, 1.307, -0.318], [2.649, -2.461, -4.397], [0.169, -1.215, -5.774], [-1.508, 0.787, 3.101], [-0.123, 1.719, 3.668], [2.199, -2.091, -2.722], [-0.992, 1.896, -5.430], [0.473, -3.508, -3.770], [-1.074, 2.485, -2.429], [5.919, 0.035, 0.464], [1.261, 2.294, -3.404], [3.271, 0.707, 4.591], [1.469, 1.767, -5.082], [-1.668, -0.354, 5.335], [-0.965, -2.549, -5.562], [4.660, 2.158, 0.880], [1.779, 1.513, 5.048], [2.204, -1.042, 3.434], [-0.350, 0.659, 5.940], [-1.847, 1.391, 5.387], [-2.479, 2.128, -3.445], [0.839, 3.383, -4.738], [4.655, -2.113, 0.245], [2.326, 1.545, 3.368], [1.993, -0.862, -3.983], [0.453, -2.313, 2.821], [-0.545, -1.942, 4.232]]}

{"formula": "C25H32FO2Tc", "method": "ωB97M-V/def2-TZVPD", "orbital_gap_ha": [0.2599, 0.2495], "energy_ev": -35442.8308, "multiplicity": 4, "e_above_lowest_kcal_mol": 16.4, "lumo_ev": [-3.84, -4.75], "charge": 1, "symbols": ["Tc", "F", "O", "O", "C", "C", "C", "C", "C", "C", "C", "C", "C", "C", "C", "C", "C", "C", "C", "C", "C", "C", "C", "C", "C", "C", "C", "C", "C", "H", "H", "H", "H", "H", "H", "H", "H", "H", "H", "H", "H", "H", "H", "H", "H", "H", "H", "H", "H", "H", "H", "H", "H", "H", "H", "H", "H", "H", "H", "H", "H"], "coordinates": [[-0.854, -0.724, 1.082], [2.126, 2.981, 5.478], [2.400, 1.477, -2.225], [-0.872, -0.546, -1.832], [-2.583, 0.559, 0.733], [0.019, -2.556, 0.546], [0.920, -1.654, -3.203], [2.277, 2.915, -2.239], [1.898, 2.248, 3.239], [1.912, -1.983, 1.758], [0.879, -2.179, 2.686], [-0.133, 0.487, 4.046], [0.183, 0.591, 2.692], [-2.513, 0.268, 2.133], [-1.480, -2.416, -3.324], [-2.696, -1.750, 0.978], [0.515, 1.292, 4.998], [1.069, 3.357, -1.399], [-0.879, -0.131, -4.034], [-2.567, -1.153, 2.292], [1.758, 1.070, -0.993], [-1.470, 0.489, -2.797], [1.494, 2.176, 4.564], [-0.530, -1.266, -3.054], [-0.307, -2.551, 1.973], [-2.791, -0.683, 0.034], [0.602, 2.052, -0.732], [1.240, 1.410, 2.336], [1.399, -2.124, 0.446], [3.191, 3.371, -1.840], [1.591, -0.780, -3.276], [-0.505, -3.149, -0.209], [0.240, 1.235, 6.044], [-1.592, -0.401, -4.809], [2.191, 3.234, -3.285], [1.630, 1.390, 1.332], [0.274, 3.786, -2.020], [0.298, 2.203, 0.301], [-2.509, -1.680, 3.229], [-3.099, -0.794, -0.992], [-1.113, 1.515, -2.646], [2.475, 1.131, -0.156], [-1.439, -3.160, -2.526], [-0.901, -0.214, 4.390], [-0.287, 1.684, -1.221], [-2.514, 1.551, 0.285], [-2.560, 0.432, -2.743], [-1.197, -2.887, -4.274], [-2.732, -2.809, 0.727], [0.005, 0.384, -4.406], [1.363, 4.072, -0.623], [-2.502, -2.031, -3.421], [0.998, -2.216, -4.148], [1.961, -2.073, -0.484], [0.954, -2.163, 3.771], [1.466, 0.013, -1.089], [-2.456, 0.993, 2.933], [1.231, -2.315, -2.388], [-1.139, -3.081, 2.440], [2.954, -1.792, 2.017], [2.707, 2.897, 2.901]]}

Please write out number 3 again, unchanged.
{"formula": "C25H32FO2Tc", "method": "ωB97M-V/def2-TZVPD", "orbital_gap_ha": [0.2599, 0.2495], "energy_ev": -35442.8308, "multiplicity": 4, "e_above_lowest_kcal_mol": 16.4, "lumo_ev": [-3.84, -4.75], "charge": 1, "symbols": ["Tc", "F", "O", "O", "C", "C", "C", "C", "C", "C", "C", "C", "C", "C", "C", "C", "C", "C", "C", "C", "C", "C", "C", "C", "C", "C", "C", "C", "C", "H", "H", "H", "H", "H", "H", "H", "H", "H", "H", "H", "H", "H", "H", "H", "H", "H", "H", "H", "H", "H", "H", "H", "H", "H", "H", "H", "H", "H", "H", "H", "H"], "coordinates": [[-0.854, -0.724, 1.082], [2.126, 2.981, 5.478], [2.400, 1.477, -2.225], [-0.872, -0.546, -1.832], [-2.583, 0.559, 0.733], [0.019, -2.556, 0.546], [0.920, -1.654, -3.203], [2.277, 2.915, -2.239], [1.898, 2.248, 3.239], [1.912, -1.983, 1.758], [0.879, -2.179, 2.686], [-0.133, 0.487, 4.046], [0.183, 0.591, 2.692], [-2.513, 0.268, 2.133], [-1.480, -2.416, -3.324], [-2.696, -1.750, 0.978], [0.515, 1.292, 4.998], [1.069, 3.357, -1.399], [-0.879, -0.131, -4.034], [-2.567, -1.153, 2.292], [1.758, 1.070, -0.993], [-1.470, 0.489, -2.797], [1.494, 2.176, 4.564], [-0.530, -1.266, -3.054], [-0.307, -2.551, 1.973], [-2.791, -0.683, 0.034], [0.602, 2.052, -0.732], [1.240, 1.410, 2.336], [1.399, -2.124, 0.446], [3.191, 3.371, -1.840], [1.591, -0.780, -3.276], [-0.505, -3.149, -0.209], [0.240, 1.235, 6.044], [-1.592, -0.401, -4.809], [2.191, 3.234, -3.285], [1.630, 1.390, 1.332], [0.274, 3.786, -2.020], [0.298, 2.203, 0.301], [-2.509, -1.680, 3.229], [-3.099, -0.794, -0.992], [-1.113, 1.515, -2.646], [2.475, 1.131, -0.156], [-1.439, -3.160, -2.526], [-0.901, -0.214, 4.390], [-0.287, 1.684, -1.221], [-2.514, 1.551, 0.285], [-2.560, 0.432, -2.743], [-1.197, -2.887, -4.274], [-2.732, -2.809, 0.727], [0.005, 0.384, -4.406], [1.363, 4.072, -0.623], [-2.502, -2.031, -3.421], [0.998, -2.216, -4.148], [1.961, -2.073, -0.484], [0.954, -2.163, 3.771], [1.466, 0.013, -1.089], [-2.456, 0.993, 2.933], [1.231, -2.315, -2.388], [-1.139, -3.081, 2.440], [2.954, -1.792, 2.017], [2.707, 2.897, 2.901]]}

- Which of these has the lowest charge?
  C25H32CoN4O7Si2

Copy entry 2 word for word.
{"formula": "C25H32F4N3O6PS2Ti", "method": "ωB97M-V/def2-TZVPD", "orbital_gap_ha": 0.2473, "energy_ev": -108150.2581, "e_above_lowest_kcal_mol": 34.6, "lumo_ev": -1.15, "charge": 0, "symbols": ["Ti", "S", "S", "P", "F", "F", "F", "F", "O", "O", "O", "O", "O", "O", "N", "N", "N", "C", "C", "C", "C", "C", "C", "C", "C", "C", "C", "C", "C", "C", "C", "C", "C", "C", "C", "C", "C", "C", "C", "C", "C", "C", "H", "H", "H", "H", "H", "H", "H", "H", "H", "H", "H", "H", "H", "H", "H", "H", "H", "H", "H", "H", "H", "H", "H", "H", "H", "H", "H", "H", "H", "H", "H", "H"], "coordinates": [[0.079, 0.020, 0.767], [-2.710, -0.424, -2.285], [0.624, 0.461, -1.540], [-0.821, -0.361, -2.799], [-4.105, -2.184, 1.539], [-6.366, -1.082, 0.675], [-4.112, 2.826, -0.631], [-1.720, 1.672, 0.160], [0.547, 1.743, 1.253], [0.545, -1.763, 0.435], [-0.417, -1.857, -3.129], [-0.555, 0.391, -4.192], [2.046, -3.420, 0.299], [2.049, 3.393, 1.443], [-1.614, -0.643, 1.366], [2.142, -0.021, 0.881], [0.280, -0.275, 3.212], [-2.833, -0.233, 0.943], [-1.139, 0.586, 5.196], [1.732, -2.260, 0.425], [1.938, -1.928, -3.768], [0.079, -2.255, -5.473], [-5.238, -0.367, 0.580], [-5.295, 0.902, 0.034], [-1.476, 2.551, -3.440], [0.845, 2.348, -4.407], [-2.930, 1.039, 0.344], [4.152, 1.208, 0.811], [2.773, -1.149, 0.603], [2.771, 1.139, 0.964], [-0.307, -1.622, 3.206], [0.531, -2.442, -4.029], [4.154, -1.181, 0.454], [-0.580, 1.805, -4.416], [1.530, -0.376, 3.989], [-4.059, -0.926, 1.045], [2.259, 0.934, 4.263], [-0.634, 0.756, 3.759], [-4.108, 1.602, -0.093], [4.844, 0.022, 0.574], [1.734, 2.245, 1.235], [-1.577, -1.716, 2.345], [-2.457, -1.647, 2.996], [-1.604, -2.697, 1.851], [1.307, -0.860, 4.953], [-1.528, 3.599, -3.727], [0.682, -2.877, -6.131], [-6.225, 1.307, -0.318], [2.649, -2.461, -4.397], [0.169, -1.215, -5.774], [-1.508, 0.787, 3.101], [-0.123, 1.719, 3.668], [2.199, -2.091, -2.722], [-0.992, 1.896, -5.430], [0.473, -3.508, -3.770], [-1.074, 2.485, -2.429], [5.919, 0.035, 0.464], [1.261, 2.294, -3.404], [3.271, 0.707, 4.591], [1.469, 1.767, -5.082], [-1.668, -0.354, 5.335], [-0.965, -2.549, -5.562], [4.660, 2.158, 0.880], [1.779, 1.513, 5.048], [2.204, -1.042, 3.434], [-0.350, 0.659, 5.940], [-1.847, 1.391, 5.387], [-2.479, 2.128, -3.445], [0.839, 3.383, -4.738], [4.655, -2.113, 0.245], [2.326, 1.545, 3.368], [1.993, -0.862, -3.983], [0.453, -2.313, 2.821], [-0.545, -1.942, 4.232]]}

- Among the records above, which one has the lowest charge?
  C25H32CoN4O7Si2